Arrangement one

DFT (ωB97M-V/def2-TZVPD) results for 2 unconnected molecules or ions with the total composition C3H6NO4S.

## Properties
spin multiplicity: 1
highest occupied orbital energy (spin up / spin down): -4.0 / -4.0 eV
total charge: -1
orbital gap (spin up / spin down): 0.275 / 0.276 Ha

Each line ends with the natural charge from an NBO analysis.
Positions of all 15 atoms, in Å:
C -1.512 -0.153 -0.625  0.562
C 1.096 1.421 1.387  -0.304
C -0.158 0.244 -0.176  0.141
N -1.632 -1.191 -1.499  -0.805
O 0.928 -1.176 1.517  -1.061
O -2.504 0.356 -0.078  -0.617
O 1.019 -2.098 -0.747  -1.056
O -0.180 1.156 0.697  -0.500
S 1.334 -0.923 0.107  1.506
H 1.867 1.455 0.635  0.208
H 1.095 0.737 2.203  0.258
H 0.911 2.514 1.512  0.181
H 0.834 1.036 -1.847  -0.318
H -0.761 -1.545 -1.803  0.419
H -2.338 -1.834 -1.282  0.386

=====

Arrangement two

DFT (ωB97M-V/def2-TZVPD) results for a molecular structure, C3H6NO4S.

## Properties
spin multiplicity: 1
highest occupied orbital energy (spin up / spin down): -4.2 / -4.2 eV
total charge: -1
orbital gap (spin up / spin down): 0.295 / 0.296 Ha

Each line ends with the natural charge from an NBO analysis.
Positions of all 15 atoms, in Å:
C 1.487 1.364 0.084  -0.579
C 0.378 0.575 -0.584  -0.481
C -0.625 0.062 0.365  -0.272
N -1.952 -0.007 -0.017  0.438
O -2.836 -0.392 0.857  -0.530
O 0.367 -2.519 1.461  -0.972
O -2.255 0.128 -1.225  -0.490
O 0.445 -2.476 -0.972  -0.971
S -0.377 -2.209 0.272  1.569
H 2.090 0.696 0.902  0.192
H 0.923 2.077 0.500  0.194
H 2.188 1.748 -0.574  0.196
H -0.180 1.068 -1.453  0.235
H 0.823 -0.201 -1.159  0.231
H -0.475 0.087 1.545  0.241

=====

So which one wins? Going from most stable to least: arrangement two, arrangement one.

=====

Arrangement one

DFT (ωB97M-V/def2-TZVPD) results for 2 unconnected molecules or ions with the total composition CH5NO2.

## Properties
spin multiplicity: 1
highest occupied orbital energy: -10.2 eV
orbital gap: 0.324 Ha

Each line ends with the natural charge from an NBO analysis.
Positions of all 9 atoms, in Å:
C 0.911 0.223 0.302  -0.260
H -2.090 -1.820 0.206  0.285
H 0.341 -0.155 1.233  0.186
H 1.707 -0.484 -0.020  0.160
H 0.158 0.161 -0.543  0.164
H 1.807 1.681 -0.535  0.464
N -2.155 -1.226 -0.585  -0.042
O -2.122 0.071 -0.414  -0.241
O 1.444 1.548 0.357  -0.716

=====

Arrangement two

DFT (ωB97M-V/def2-TZVPD) results for 2 unconnected molecules or ions with the total composition CH5NO2.

## Properties
spin multiplicity: 1
highest occupied orbital energy: -10.1 eV
orbital gap: 0.406 Ha

Each line ends with the natural charge from an NBO analysis.
Positions of all 9 atoms, in Å:
C 1.413 0.215 0.686  0.520
N 0.623 1.279 0.213  -0.843
O 0.839 -0.738 1.233  -0.619
H 2.476 0.211 0.262  0.123
H -0.355 1.098 0.376  0.418
H 1.127 1.732 -0.587  0.401
H -1.567 -1.233 -0.101  0.479
H -2.564 -1.642 -1.184  0.471
O -1.992 -0.923 -0.898  -0.951

=====

So which one wins? Going from most stable to least: arrangement two, arrangement one.

=====

Arrangement one

DFT (ωB97M-V/def2-TZVPD) results for a single C4H7FN2O molecule.

## Properties
spin multiplicity: 1
highest occupied orbital energy: -9.3 eV
orbital gap: 0.371 Ha

Each line ends with the natural charge from an NBO analysis.
Positions of all 15 atoms, in Å:
C 1.418 0.847 0.914  -0.699
C 1.408 -0.360 -0.007  0.417
C 0.424 -1.279 -0.205  -0.150
C -1.822 -0.143 -0.144  0.788
H 2.302 0.760 1.604  0.237
H 0.492 0.911 1.486  0.251
H 1.533 1.784 0.316  0.231
H 0.485 -2.056 -0.960  0.206
H -1.294 -1.782 0.944  0.409
H -1.907 1.434 -1.480  0.407
H -0.331 0.795 -1.230  0.394
N -0.876 -1.068 0.376  -0.677
N -1.286 0.868 -0.932  -0.861
O -2.990 -0.272 0.121  -0.633
F 2.445 -0.438 -0.804  -0.320

=====

Arrangement two

DFT (ωB97M-V/def2-TZVPD) results for a single C4H7FN2O molecule.

## Properties
spin multiplicity: 1
highest occupied orbital energy: -9.7 eV
orbital gap: 0.391 Ha

Each line ends with the natural charge from an NBO analysis.
Positions of all 15 atoms, in Å:
C 2.112 -0.982 0.150  0.042
C 0.891 -0.069 -0.483  -0.112
C 0.722 1.337 0.105  -0.265
C -2.613 -0.415 0.402  0.478
H 1.788 -0.968 1.150  0.189
H 2.004 -2.006 -0.337  0.187
H 0.242 -0.319 -1.448  0.231
H 0.227 1.981 -0.611  0.192
H 1.276 1.913 0.795  0.226
H -1.971 1.008 -0.840  0.415
H -2.742 -1.217 1.345  0.189
N -0.137 0.272 0.443  -0.247
N -1.580 0.362 -0.078  -0.524
O -3.600 -0.570 -0.411  -0.633
F 3.380 -0.325 -0.183  -0.367

=====

So which one wins? Going from most stable to least: arrangement one, arrangement two.

=====

Arrangement one

DFT (ωB97M-V/def2-TZVPD) results for 2 unconnected molecules or ions with the total composition C2H8O2.

## Properties
spin multiplicity: 1
highest occupied orbital energy: -10.3 eV
orbital gap: 0.408 Ha

Each line ends with the natural charge from an NBO analysis.
Positions of all 12 atoms, in Å:
C 1.865 -0.425 0.069  -0.249
O 1.360 -1.502 0.849  -0.725
H 1.832 0.469 0.691  0.179
H 2.910 -0.583 -0.193  0.167
H 1.255 -0.272 -0.817  0.163
H 1.693 -2.326 0.488  0.466
C -1.649 0.478 -0.351  -0.249
O -2.692 1.395 0.001  -0.726
H -1.038 0.914 -1.145  0.156
H -1.035 0.238 0.506  0.175
H -2.154 -0.384 -0.763  0.183
H -2.347 1.998 0.665  0.461

=====

Arrangement two

DFT (ωB97M-V/def2-TZVPD) results for 2 unconnected molecules or ions with the total composition C2H8O2.

## Properties
spin multiplicity: 1
highest occupied orbital energy: -10.0 eV
orbital gap: 0.399 Ha

Each line ends with the natural charge from an NBO analysis.
Positions of all 12 atoms, in Å:
C -3.616 4.260 0.468  -0.254
O -3.646 5.421 -0.357  -0.736
H -2.575 3.959 0.567  0.183
H -3.931 4.517 1.492  0.161
H -4.284 3.452 0.173  0.175
H -4.501 5.463 -0.798  0.479
C -3.487 9.185 0.846  -0.248
O -4.253 8.053 0.441  -0.743
H -2.566 9.207 0.251  0.160
H -4.078 10.065 0.595  0.178
H -3.233 9.229 1.908  0.158
H -3.715 7.250 0.543  0.485

=====

So which one wins? Going from most stable to least: arrangement two, arrangement one.

=====

Arrangement one

DFT (ωB97M-V/def2-TZVPD) results for a molecular structure, C6H6.

## Properties
spin multiplicity: 3
highest occupied orbital energy (spin up / spin down): -6.4 / -8.5 eV
orbital gap (spin up / spin down): 0.245 / 0.264 Ha

Each line ends with the Löwdin spin population.
Positions of all 12 atoms, in Å:
C -2.937 -0.130 -0.315  0.498
C -2.404 1.164 0.044  0.065
C -1.059 0.614 0.068  0.415
C 0.455 1.091 0.085  0.736
C -1.754 -0.670 0.298  0.073
C 1.472 -0.047 -0.075  0.094
H -3.917 -0.627 -0.597  0.031
H 0.725 2.009 -0.287  0.046
H -1.309 -1.449 0.957  -0.001
H 1.856 0.048 -1.022  0.017
H 0.884 -1.076 0.107  0.000
H 2.192 0.051 0.785  0.025

=====

Arrangement two

DFT (ωB97M-V/def2-TZVPD) results for a molecular structure, C6H6.

## Properties
spin multiplicity: 3
highest occupied orbital energy (spin up / spin down): -6.3 / -9.6 eV
orbital gap (spin up / spin down): 0.276 / 0.330 Ha

Each line ends with the Löwdin spin population.
Positions of all 12 atoms, in Å:
C -1.957 0.202 0.030  1.377
C -0.658 0.172 -0.481  0.216
C 0.564 1.073 -0.171  0.055
C -0.185 -0.837 0.640  0.160
C 0.125 -1.062 -0.775  0.028
C 1.139 -0.354 0.099  0.042
H -2.309 1.303 0.438  0.096
H 0.942 1.592 -1.051  0.004
H 0.580 1.691 0.831  0.000
H -0.578 -1.402 1.479  0.009
H 0.133 -1.907 -1.331  0.005
H 2.203 -0.472 0.291  0.007

=====

So which one wins? Going from most stable to least: arrangement one, arrangement two.

=====

Arrangement one

DFT (ωB97M-V/def2-TZVPD) results for a single FHN2O3 molecule.

## Properties
spin multiplicity: 1
highest occupied orbital energy: -11.3 eV
orbital gap: 0.406 Ha

Each line ends with the natural charge from an NBO analysis.
Positions of all 7 atoms, in Å:
N -0.080 0.677 0.622  0.316
N -0.660 -0.732 0.067  0.606
O 0.232 -1.383 -0.336  -0.343
O -1.816 -0.834 0.084  -0.278
O 1.197 0.522 0.523  -0.488
F -0.465 1.455 -0.617  -0.314
H 1.592 0.296 -0.342  0.502

=====

Arrangement two

DFT (ωB97M-V/def2-TZVPD) results for a single FHN2O3 molecule.

## Properties
spin multiplicity: 1
highest occupied orbital energy: -10.9 eV
orbital gap: 0.399 Ha

Each line ends with the natural charge from an NBO analysis.
Positions of all 7 atoms, in Å:
N -0.986 0.370 0.072  0.600
N 0.345 -0.393 0.279  0.254
O -0.792 1.538 0.068  -0.332
O -2.017 -0.252 0.071  -0.308
O 1.416 -0.090 -0.507  -0.516
F -0.051 -1.690 -0.031  -0.211
H 2.085 0.518 0.047  0.514

=====

So which one wins? Going from most stable to least: arrangement one, arrangement two.

=====

Arrangement one

DFT (ωB97M-V/def2-TZVPD) results for 2 unconnected molecules or ions with the total composition C3H8O3S.

## Properties
spin multiplicity: 1
highest occupied orbital energy: -9.3 eV
orbital gap: 0.363 Ha

Each line ends with the natural charge from an NBO analysis.
Positions of all 15 atoms, in Å:
O 1.050 2.994 0.881  -0.579
C 1.366 2.261 -0.024  0.789
O 2.612 2.195 -0.492  -0.700
C 0.458 1.257 -0.669  -0.529
C 0.731 -0.138 -0.157  -0.528
S -0.421 -0.774 1.095  -0.005
H 3.281 2.678 0.022  0.506
H -0.616 1.462 -0.516  0.240
H 0.559 1.371 -1.774  0.234
H 1.775 -0.231 0.177  0.238
H 0.717 -0.810 -1.030  0.224
H -1.476 -0.785 0.307  0.109
H -4.752 -4.984 -0.684  0.478
H -4.091 -5.008 -2.163  0.479
O -4.149 -5.409 -1.282  -0.957

=====

Arrangement two

DFT (ωB97M-V/def2-TZVPD) results for 2 unconnected molecules or ions with the total composition C3H8O3S.

## Properties
spin multiplicity: 1
highest occupied orbital energy: -8.9 eV
orbital gap: 0.342 Ha

Each line ends with the natural charge from an NBO analysis.
Positions of all 15 atoms, in Å:
C 1.401 -0.565 -0.364  -0.680
C 0.314 1.613 -0.666  -0.518
C 0.498 0.509 0.088  0.294
O -2.788 1.074 -0.550  -0.922
O -2.531 -1.593 -0.059  -0.896
O 0.299 0.438 1.440  -0.678
S -2.531 0.026 0.411  1.315
H 2.260 -0.417 -1.029  0.241
H 0.757 -1.233 -0.957  0.216
H 1.705 -1.200 0.427  0.226
H -0.424 2.356 -0.420  0.207
H 0.493 1.598 -1.770  0.214
H -1.807 -2.055 0.328  0.494
H -0.138 1.206 1.689  0.475
H -3.931 0.027 0.843  0.012

=====

So which one wins? Going from most stable to least: arrangement one, arrangement two.

=====

Arrangement one

DFT (ωB97M-V/def2-TZVPD) results for a single C3H6O2S molecule.

## Properties
spin multiplicity: 1
highest occupied orbital energy: -9.1 eV
orbital gap: 0.329 Ha

Each line ends with the natural charge from an NBO analysis.
Positions of all 12 atoms, in Å:
C 1.204 -0.915 -0.205  -0.424
C 1.293 0.595 -0.097  -0.446
C 0.283 -0.170 0.722  -0.398
O -1.915 -1.317 0.339  -0.900
O -2.919 0.882 -0.223  -0.875
S -1.432 -0.124 -0.242  1.456
H 0.711 -1.174 -1.202  0.215
H 2.057 -1.477 0.099  0.242
H 2.155 1.180 0.443  0.221
H 0.956 1.272 -0.821  0.214
H 0.368 -0.466 1.699  0.232
H -2.760 1.713 -0.510  0.463

=====

Arrangement two

DFT (ωB97M-V/def2-TZVPD) results for a single C3H6O2S molecule.

## Properties
spin multiplicity: 1
highest occupied orbital energy: -9.3 eV
orbital gap: 0.366 Ha

Each line ends with the natural charge from an NBO analysis.
Positions of all 12 atoms, in Å:
O -2.196 -1.031 0.034  -0.599
C -1.599 -0.012 -0.196  0.786
O -2.144 0.979 -0.932  -0.679
C -0.254 0.323 0.431  -0.514
C 0.920 -0.607 -0.059  -0.535
S 2.504 0.083 0.404  -0.028
H -3.084 0.734 -0.970  0.496
H -0.023 1.362 0.101  0.225
H -0.467 0.252 1.512  0.249
H 0.970 -0.838 -1.131  0.231
H 0.762 -1.526 0.525  0.241
H 2.591 1.137 -0.514  0.127

=====

So which one wins? Going from most stable to least: arrangement two, arrangement one.

=====

Arrangement one

DFT (ωB97M-V/def2-TZVPD) results for a single C2H3FO2 molecule.

## Properties
spin multiplicity: 1
highest occupied orbital energy: -10.5 eV
orbital gap: 0.419 Ha

Each line ends with the natural charge from an NBO analysis.
Positions of all 8 atoms, in Å:
C -0.773 0.141 0.173  0.795
C 1.080 0.026 -0.003  -0.641
O -1.542 -1.042 -0.018  -0.267
O -1.486 0.018 -0.932  -0.269
F -1.200 1.027 1.002  -0.301
H 1.600 0.558 0.753  0.218
H 1.283 0.404 -1.016  0.226
H 1.038 -1.131 0.042  0.239

=====

Arrangement two

DFT (ωB97M-V/def2-TZVPD) results for a single C2H3FO2 molecule.

## Properties
spin multiplicity: 1
highest occupied orbital energy: -11.0 eV
orbital gap: 0.432 Ha

Each line ends with the natural charge from an NBO analysis.
Positions of all 8 atoms, in Å:
C 0.399 -0.079 0.324  0.735
C -0.824 -0.133 -0.445  -0.042
H 1.939 0.752 0.768  0.496
H -0.674 0.369 -1.352  0.175
H -1.617 0.324 0.066  0.189
O 1.176 1.054 0.215  -0.682
O 0.640 -0.902 1.135  -0.555
F -1.040 -1.386 -0.711  -0.316

=====

Arrangement three

DFT (ωB97M-V/def2-TZVPD) results for a single C2H3FO2 molecule.

## Properties
spin multiplicity: 1
highest occupied orbital energy: -11.0 eV
orbital gap: 0.424 Ha

Each line ends with the natural charge from an NBO analysis.
Positions of all 8 atoms, in Å:
C 0.818 0.186 -0.005  0.730
C -0.437 -0.658 -0.013  -0.074
H -0.456 1.471 -0.257  0.502
H -0.309 -1.301 -0.785  0.210
H -0.497 -1.127 1.094  0.223
O 0.506 1.501 0.038  -0.650
O 1.979 -0.290 -0.036  -0.566
F -1.604 0.218 -0.036  -0.374

=====

So which one wins? Going from most stable to least: arrangement two, arrangement three, arrangement one.